Entry 1:
Molecular formula: C23H28BrCl2N5O2
Method: DFT, ωB97M-V with the def2-TZVPD basis set

```
61
C23H28BrCl2N5O2 | OMol25 | ωB97M-V with the def2-TZVPD basis set
C 3.8626 -2.8769 2.8061
C 4.6059 -3.1427 1.4619
O 4.7637 -4.2540 1.0247
N 5.0851 -1.9450 0.7691
C 4.1092 -1.6666 -0.3212
C 2.9760 -0.6456 0.1070
C 3.5407 0.5798 0.8785
C 2.4165 1.4356 1.6325
C 1.0678 1.1671 0.9151
N 0.2675 0.2809 1.4961
C -0.8630 0.1076 0.7357
C -1.8435 -0.8695 1.2131
N -1.5618 -1.5453 2.4769
C -1.2027 -2.7095 2.2931
O -1.1135 -3.8428 1.9865
C -3.0159 -1.1795 0.5305
C -4.0302 -2.2105 1.0444
N -5.2435 -1.5743 1.6491
C -3.2704 -0.4976 -0.7378
C -4.5287 -0.8404 -1.5359
Cl -6.0687 -0.0249 -1.2656
C -4.4154 -1.8067 -2.4651
C -5.5349 -2.2873 -3.3873
Cl -2.8389 -2.6034 -2.6986
C -2.3798 0.4511 -1.2151
Br -2.7470 1.3746 -2.8791
C -1.1566 0.7587 -0.4919
N -0.3059 1.6894 -1.0289
C 0.8044 1.8865 -0.3350
C 1.7942 2.9000 -0.9487
C 1.2197 4.3630 -1.0195
C 0.8013 4.7108 -2.4824
C 0.1124 4.6844 0.0273
H 2.7790 -3.0122 2.6084
H 4.2590 -3.6127 3.5271
H 4.0861 -1.8389 3.1227
H 5.9487 -2.2174 0.2936
H 3.5580 -2.6035 -0.5766
H 4.5677 -1.2985 -1.2575
H 2.4943 -0.3470 -0.8509
H 2.2816 -1.2409 0.7395
H 4.2099 0.1924 1.6734
H 4.0784 1.2661 0.1974
H 2.6602 2.5087 1.5281
H 2.3625 1.1874 2.7057
H -4.3619 -2.8008 0.1601
H -3.6163 -2.9334 1.7664
H -5.6563 -2.3119 2.2253
H -5.9102 -1.4880 0.8788
H -5.1771 -2.2685 -4.4390
H -6.4515 -1.6934 -3.2548
H -5.6987 -3.3652 -3.1604
H 1.9610 2.5565 -1.9952
H 2.7845 2.8864 -0.4659
H 2.0747 5.0442 -0.7943
H -0.1181 4.1649 -2.7758
H 1.6061 4.4584 -3.2078
H 0.6518 5.8092 -2.5877
H -0.8542 4.2991 -0.3472
H 0.0330 5.7913 0.0978
H 0.3900 4.3169 1.0330
```

The calculation puts the strongest force on any atom at 0.0571 hartree/bohr. The HOMO energy comes out at -8.803 eV. Its total charge is 0. The frontier orbital gap is 8.3 eV.

And the Löwdin charges, in e, turn out to be:
1. C 0.007
2. C -0.484
3. O 0.089
4. N 0.006
5. C -0.200
6. C -0.182
7. C -0.169
8. C -0.107
9. C -0.214
10. N 0.198
11. C -0.128
12. C -0.116
13. N 0.169
14. C -0.287
15. O 0.173
16. C -0.092
17. C -0.197
18. N 0.014
19. C -0.270
20. C -0.688
21. Cl 0.704
22. C -0.688
23. C -0.111
24. Cl 0.686
25. C -0.503
26. Br 0.759
27. C -0.212
28. N 0.165
29. C -0.197
30. C -0.100
31. C -0.398
32. C -0.088
33. C -0.075
34. H 0.084
35. H 0.086
36. H 0.072
37. H 0.116
38. H 0.116
39. H 0.119
40. H 0.117
41. H 0.102
42. H 0.092
43. H 0.104
44. H 0.098
45. H 0.112
46. H 0.112
47. H 0.107
48. H 0.067
49. H 0.011
50. H 0.084
51. H 0.050
52. H 0.087
53. H 0.121
54. H 0.091
55. H 0.126
56. H 0.073
57. H 0.076
58. H 0.079
59. H 0.077
60. H 0.081
61. H 0.079

Entry 2:
Molecular formula: C4H4N2O
Method: DFT, ωB97M-V with the def2-TZVPD basis set

```
11
C4H4N2O | OMol25 | ωB97M-V with the def2-TZVPD basis set
H 0.9367 0.1373 2.2311
N 0.2566 0.6550 1.6632
C 0.3304 0.2621 0.4475
C 0.7408 -1.2415 -0.0384
C 1.4304 -2.2447 -0.0475
C -0.7447 0.4090 -0.5600
N -1.3208 1.6009 -0.7877
O -0.6390 -0.5817 -1.3505
H 2.0745 -3.0688 0.1554
H -1.2993 2.2822 -0.0396
H -1.7656 1.7903 -1.6733
```

The calculation puts the strongest force on any atom at 0.1059 hartree/bohr. The HOMO energy comes out at -8.764 eV. Its total charge is 0. As for the SMILES: [H]/N=C(\C#C)C(N)=O. The frontier orbital gap is 8.4 eV.

And the Löwdin charges, in e, turn out to be:
1. H 0.075
2. N 0.167
3. C -0.229
4. C -0.126
5. C 0.085
6. C -0.450
7. N 0.195
8. O 0.029
9. H 0.016
10. H 0.115
11. H 0.122

Entry 3:
Molecular formula: C6H7N
Method: DFT, ωB97M-V with the def2-TZVPD basis set

```
14
C6H7N | OMol25 | ωB97M-V with the def2-TZVPD basis set
C -3.3401 1.0370 0.8269
C -2.1120 0.7532 0.4764
C -1.2304 -0.0964 -0.3513
C -0.6776 0.8220 0.4272
H -3.5070 1.7684 1.5317
H -4.1936 0.4803 0.3519
H -0.9860 -1.0598 -0.8127
H 0.2498 1.2278 0.8711
C 2.4387 -1.1486 0.0077
C 2.1449 -0.2961 -0.9089
N 3.1159 -1.4588 -1.2232
H 2.4213 -1.4459 1.0238
H 1.5565 0.5854 -1.0428
H 4.1194 -1.1684 -1.1777
```

The calculation puts the strongest force on any atom at 0.0491 hartree/bohr. The HOMO energy comes out at -8.395 eV. Its total charge is 0. As for the SMILES: C=C1C=C1.C1=CN1. The frontier orbital gap is 9.4 eV.

And the Löwdin charges, in e, turn out to be:
1. C -0.015
2. C -0.319
3. C 0.037
4. C -0.008
5. H 0.012
6. H 0.073
7. H 0.109
8. H 0.110
9. C -0.150
10. C -0.063
11. N -0.013
12. H 0.090
13. H 0.067
14. H 0.069

Entry 4:
Molecular formula: C37H25MnN8O2S6
Method: DFT, ωB97M-V with the def2-TZVPD basis set

```
79
C37H25MnN8O2S6 | OMol25 | ωB97M-V with the def2-TZVPD basis set
Mn -0.1905 -0.8083 -0.2484
C -1.8425 4.0199 0.6979
C -0.7611 2.9827 0.8414
O -0.5519 2.1419 -0.0126
N -0.0122 3.0445 1.9828
C 0.9428 1.9944 2.2981
C 0.3080 0.8266 3.0249
C 0.8206 0.3840 4.2372
C 0.1704 -0.6355 4.9144
C -0.9833 -1.1667 4.3677
C -1.4002 -0.6907 3.1352
N -0.7630 0.2639 2.4605
H -1.7127 4.5189 -0.2615
H -1.8369 4.7566 1.5024
H -2.8071 3.5105 0.6690
H -0.3413 3.6258 2.7333
H 1.7371 2.4161 2.9112
H 1.3759 1.6595 1.3574
H 1.7203 0.8362 4.6395
H 0.5608 -1.0065 5.8545
H -1.5336 -1.9571 4.8615
H -2.2616 -1.1275 2.6380
S 6.9417 -0.8630 2.1957
N 6.2302 0.0576 1.0633
C 4.9721 -0.3152 1.0098
C 3.9510 0.2351 0.1248
C 4.1775 1.2114 -0.8140
C 3.1240 1.6643 -1.6268
C 1.8711 1.1044 -1.4489
N 1.6276 0.1561 -0.5523
C 2.6416 -0.3101 0.2549
C 2.3159 -1.3152 1.1644
N 0.9955 -1.7498 1.1871
C 0.6834 -2.7638 1.9885
C 1.5925 -3.3987 2.8169
C 2.9212 -2.9510 2.8295
C 3.2880 -1.9103 2.0143
C 4.6455 -1.3726 1.9342
N 5.6708 -1.7628 2.6569
H 5.1790 1.6140 -0.9158
H 3.2700 2.4259 -2.3794
H 1.0143 1.4166 -2.0375
H -0.3491 -3.0856 1.9615
H 1.2619 -4.2264 3.4278
H 3.6715 -3.4166 3.4595
S -1.8908 -2.4514 -0.0701
C -1.0599 -3.9516 -0.4686
C -1.7765 -5.1304 -0.0476
N -2.3823 -6.0515 0.2904
C 0.1248 -4.0702 -1.1230
S 1.1315 -2.7857 -1.6645
C 0.6229 -5.4156 -1.3723
N 1.0436 -6.4669 -1.5804
O -1.0039 -0.0643 -1.6899
C -2.1850 0.2851 -2.3285
C -2.6090 -0.8625 -3.2617
C -1.8010 -1.8922 -3.6243
C -2.3997 -2.7671 -4.5807
C -3.6499 -2.3738 -4.9364
S -4.1168 -0.9571 -4.0969
C -1.8024 1.4949 -3.2033
C -0.9344 1.4462 -4.2529
C -0.6518 2.7259 -4.8088
C -1.3223 3.7266 -4.1719
S -2.2920 3.1134 -2.9064
C -3.3032 0.6472 -1.3300
C -3.2418 0.6012 0.0301
C -4.4533 0.9827 0.6770
C -5.4231 1.3376 -0.2076
S -4.8680 1.1981 -1.8144
H -0.8162 -2.0324 -3.1986
H -1.9156 -3.6570 -4.9625
H -4.3414 -2.8494 -5.6160
H -0.5032 0.5163 -4.6018
H 0.0107 2.8858 -5.6497
H -1.3144 4.7853 -4.3877
H -2.3576 0.3172 0.5757
H -4.5862 0.9838 1.7520
H -6.4328 1.6681 -0.0124
```

Its expectation value of S² is 8.868. The calculation puts the strongest force on any atom at 0.0328 hartree/bohr. The HOMO energy (spin up / spin down) comes out at -3.020 / -4.410 eV. As for the spin multiplicity: 6. Its total charge is -1. The frontier orbital gap (spin up / spin down) is 4.7 / 6.3 eV.

And the Löwdin charges, in e, turn out to be:
1. Mn 0.700
2. C 0.010
3. C -0.513
4. O 0.032
5. N 0.074
6. C -0.103
7. C -0.258
8. C -0.021
9. C -0.063
10. C -0.064
11. C -0.152
12. N 0.113
13. H 0.065
14. H 0.073
15. H 0.081
16. H 0.130
17. H 0.122
18. H 0.105
19. H 0.111
20. H 0.108
21. H 0.108
22. H 0.092
23. S 0.935
24. N -0.233
25. C -0.301
26. C -0.104
27. C -0.017
28. C -0.058
29. C -0.119
30. N -0.013
31. C -0.202
32. C -0.188
33. N -0.021
34. C -0.169
35. C -0.056
36. C -0.016
37. C -0.105
38. C -0.296
39. N -0.232
40. H 0.111
41. H 0.093
42. H 0.107
43. H 0.073
44. H 0.098
45. H 0.112
46. S 0.722
47. C -0.703
48. C -0.306
49. N 0.136
50. C -0.762
51. S 0.660
52. C -0.287
53. N 0.140
54. O -0.319
55. C -0.539
56. C -0.463
57. C -0.134
58. C -0.169
59. C -0.426
60. S 0.997
61. C -0.445
62. C -0.119
63. C -0.186
64. C -0.423
65. S 1.035
66. C -0.462
67. C -0.170
68. C -0.183
69. C -0.419
70. S 0.988
71. H 0.045
72. H 0.103
73. H 0.056
74. H 0.125
75. H 0.096
76. H 0.056
77. H 0.043
78. H 0.101
79. H 0.060

Entry 5:
Molecular formula: C5H8O2
Method: DFT, ωB97M-V with the def2-TZVPD basis set

```
15
C5H8O2 | OMol25 | ωB97M-V with the def2-TZVPD basis set
C -0.3441 1.6414 0.1043
C 0.2957 0.3061 0.4746
O 1.1701 0.4530 1.5447
C -0.7217 -0.9049 0.4400
C -0.3860 -1.1095 -1.0928
C 0.9153 -0.5104 -0.6433
O 2.0373 -0.9682 -0.6307
H -0.5953 2.1967 1.0122
H 0.3578 2.2513 -0.4696
H -1.2582 1.5145 -0.4842
H 1.9812 -0.0080 1.2633
H -0.3536 -1.6954 1.1015
H -1.7680 -0.6869 0.6655
H -0.3169 -2.0626 -1.6239
H -1.0137 -0.4170 -1.6615
```

The calculation puts the strongest force on any atom at 0.0129 hartree/bohr. The HOMO energy comes out at -9.786 eV. Its total charge is 0. The frontier orbital gap is 10.7 eV.

And the Löwdin charges, in e, turn out to be:
1. C 0.003
2. C -0.500
3. O 0.026
4. C -0.052
5. C -0.043
6. C -0.373
7. O 0.104
8. H 0.091
9. H 0.091
10. H 0.082
11. H 0.101
12. H 0.126
13. H 0.115
14. H 0.118
15. H 0.111

Copy entry 2 word for word.
Molecular formula: C4H4N2O
Method: DFT, ωB97M-V with the def2-TZVPD basis set

```
11
C4H4N2O | OMol25 | ωB97M-V with the def2-TZVPD basis set
H 0.9367 0.1373 2.2311
N 0.2566 0.6550 1.6632
C 0.3304 0.2621 0.4475
C 0.7408 -1.2415 -0.0384
C 1.4304 -2.2447 -0.0475
C -0.7447 0.4090 -0.5600
N -1.3208 1.6009 -0.7877
O -0.6390 -0.5817 -1.3505
H 2.0745 -3.0688 0.1554
H -1.2993 2.2822 -0.0396
H -1.7656 1.7903 -1.6733
```

The calculation puts the strongest force on any atom at 0.1059 hartree/bohr. The HOMO energy comes out at -8.764 eV. Its total charge is 0. As for the SMILES: [H]/N=C(\C#C)C(N)=O. The frontier orbital gap is 8.4 eV.

And the Löwdin charges, in e, turn out to be:
1. H 0.075
2. N 0.167
3. C -0.229
4. C -0.126
5. C 0.085
6. C -0.450
7. N 0.195
8. O 0.029
9. H 0.016
10. H 0.115
11. H 0.122

What is the formula in the fifth record? C5H8O2